Record 1
{
  "formula": "C3H6N2O3",
  "method": "ωB97M-V/def2-TZVPD",
  "e_homo_ev": -9.7,
  "max_force_ev_per_a": 8.7,
  "energy_ev": -12327.139,
  "orbital_gap_ev": 10.4,
  "lumo_energy_ev": 0.62,
  "smiles": "COC(=O)O/C=N\\N",
  "de_lowest_ev": 5.089,
  "symbols": ["C", "O", "C", "O", "O", "C", "N", "N", "H", "H", "H", "H", "H", "H"],
  "xyz": [[2.92, -0.53, 0.08], [1.50, -0.56, -0.13], [0.82, 0.48, -0.32], [1.16, 1.67, -0.25], [-0.48, 0.03, -0.23], [-1.62, 0.81, 0.11], [-2.81, 0.57, 0.10], [-3.06, -0.73, -0.39], [2.66, 0.24, 0.91], [3.31, -1.51, 0.25], [3.41, -0.09, -0.85], [-1.36, 1.97, 0.27], [-4.01, -1.17, 0.07], [-2.42, -1.18, 0.36]]
}

***

Record 2
{
  "formula": "C6H12",
  "method": "ωB97M-V/def2-TZVPD",
  "e_homo_ev": -9.8,
  "max_force_ev_per_a": 0.5,
  "energy_ev": -6415.849,
  "orbital_gap_ev": 11.1,
  "lumo_energy_ev": 1.23,
  "smiles": "CC[C@H]1C[C@H]1C",
  "de_lowest_ev": 1.091,
  "symbols": ["C", "C", "C", "C", "C", "C", "H", "H", "H", "H", "H", "H", "H", "H", "H", "H", "H", "H"],
  "xyz": [[-1.77, 0.39, -1.02], [-1.39, 0.34, 0.45], [0.09, 0.66, 0.58], [1.06, 0.11, 1.58], [1.25, -0.22, 0.13], [1.08, -1.67, -0.30], [-1.43, 1.31, -1.51], [-1.30, -0.44, -1.55], [-2.85, 0.33, -1.14], [-1.64, -0.65, 0.87], [-2.01, 1.07, 1.00], [0.23, 1.73, 0.39], [0.76, -0.73, 2.22], [1.73, 0.82, 2.06], [2.07, 0.30, -0.39], [2.00, -2.26, -0.15], [0.82, -1.78, -1.36], [0.30, -2.16, 0.29]]
}

***

Record 3
{
  "formula": "C3H2N4O",
  "method": "ωB97M-V/def2-TZVPD",
  "e_homo_ev": -10.3,
  "max_force_ev_per_a": 6.2,
  "energy_ev": -11146.181,
  "orbital_gap_ev": 8.6,
  "lumo_energy_ev": -1.69,
  "smiles": "O=c1nccnnn1",
  "de_lowest_ev": 3.091,
  "symbols": ["O", "C", "N", "C", "C", "N", "N", "N", "H", "H"],
  "xyz": [[-2.02, 1.79, -0.35], [-1.09, 0.93, -0.46], [-1.23, -0.42, -0.54], [-0.38, -1.17, -0.05], [0.74, -0.62, 0.73], [1.50, 0.41, 0.68], [1.32, 1.26, -0.36], [0.14, 1.37, -0.86], [-0.36, -2.19, -0.33], [1.35, -1.36, 1.55]]
}

***

Record 4
{
  "formula": "C20H15BN4O15",
  "method": "ωB97M-V/def2-TZVPD",
  "e_homo_ev": -9.4,
  "max_force_ev_per_a": 0.6,
  "energy_ev": -58331.947,
  "orbital_gap_ev": 7.5,
  "lumo_energy_ev": -1.83,
  "smiles": "O=C1C=C(O)C(=O)C=C1O.O=C1C=C(O)C(=O)C=C1O.O=C1C=C(O)C(=O)C=C1O.OB(O)Oc1nncnn1",
  "symbols": ["O", "C", "C", "C", "O", "C", "O", "C", "C", "O", "H", "H", "H", "H", "O", "C", "C", "C", "O", "C", "O", "C", "C", "O", "H", "H", "H", "H", "O", "C", "C", "C", "O", "C", "O", "C", "C", "O", "H", "H", "H", "H", "O", "B", "O", "O", "C", "N", "N", "C", "N", "N", "H", "H", "H"],
  "xyz": [[3.47, 0.58, 0.08], [3.71, -0.58, -0.23], [3.53, -1.14, -1.55], [3.81, -2.43, -1.74], [3.68, -3.06, -2.89], [4.31, -3.34, -0.62], [4.50, -4.50, -0.92], [4.51, -2.77, 0.69], [4.23, -1.47, 0.88], [4.36, -0.85, 2.04], [3.17, -0.49, -2.34], [3.95, -3.99, -2.73], [4.87, -3.41, 1.48], [4.09, 0.08, 1.90], [-0.06, -2.72, 6.53], [0.65, -3.11, 5.62], [0.28, -3.12, 4.22], [1.16, -3.60, 3.33], [0.96, -3.65, 2.03], [2.52, -4.13, 3.74], [3.22, -4.54, 2.83], [2.90, -4.11, 5.13], [2.01, -3.63, 6.02], [2.23, -3.56, 7.32], [-0.69, -2.73, 3.94], [1.76, -4.05, 1.65], [3.87, -4.49, 5.41], [1.42, -3.18, 7.72], [-4.30, 2.38, -3.31], [-5.43, 2.33, -2.86], [-5.88, 1.36, -1.89], [-7.16, 1.41, -1.48], [-7.70, 0.59, -0.60], [-8.14, 2.45, -2.00], [-9.28, 2.38, -1.56], [-7.69, 3.42, -2.96], [-6.41, 3.37, -3.37], [-5.87, 4.21, -4.24], [-5.18, 0.62, -1.52], [-8.63, 0.86, -0.51], [-8.38, 4.16, -3.32], [-4.94, 3.94, -4.35], [3.73, 3.43, -0.40], [3.23, 3.94, -1.56], [3.90, 3.89, -2.76], [2.00, 4.66, -1.53], [0.89, 4.02, -1.85], [0.38, 3.17, -0.95], [-0.72, 2.54, -1.28], [-1.25, 2.81, -2.47], [-0.75, 3.66, -3.36], [0.35, 4.29, -3.04], [3.44, 2.51, -0.22], [3.53, 3.31, -3.43], [-2.16, 2.29, -2.74]]
}

***

Record 5
{
  "formula": "C32H36BN3O3RhS",
  "method": "ωB97M-V/def2-TZVPD",
  "e_homo_ev": [-10.4, -10.4],
  "max_force_ev_per_a": 4.5,
  "energy_ev": -58896.113,
  "orbital_gap_ev": [6.0, 6.0],
  "lumo_energy_ev": [-4.39, -4.39],
  "charge": 1,
  "symbols": ["Rh", "C", "C", "C", "C", "C", "C", "C", "C", "S", "C", "N", "C", "C", "C", "C", "C", "C", "C", "C", "H", "H", "H", "H", "H", "H", "H", "H", "H", "H", "H", "H", "H", "H", "H", "H", "C", "C", "C", "C", "C", "C", "C", "C", "O", "B", "O", "C", "C", "H", "H", "H", "H", "H", "H", "H", "H", "H", "H", "H", "H", "N", "C", "N", "C", "C", "O", "C", "C", "H", "H", "H", "H", "H", "H", "H", "H"],
  "xyz": [[0.00, -0.01, 0.15], [-1.25, -5.03, 4.90], [0.00, -4.46, 4.20], [1.25, -5.01, 4.90], [0.00, -4.95, 2.75], [-0.01, -2.95, 4.31], [-0.04, -2.33, 5.57], [-0.03, -0.95, 5.73], [0.00, -0.15, 4.60], [0.02, 1.59, 4.45], [0.03, 1.42, 2.69], [0.01, 0.11, 2.30], [0.00, -0.75, 3.32], [0.01, -2.15, 3.19], [0.07, 2.41, 1.72], [0.10, 3.81, 1.95], [0.10, 4.69, 0.90], [0.11, 4.24, -0.43], [0.13, 2.87, -0.69], [0.07, 1.97, 0.34], [-1.24, -6.12, 4.83], [-2.16, -4.66, 4.43], [-1.27, -4.77, 5.95], [1.26, -6.09, 4.83], [1.27, -4.73, 5.95], [2.15, -4.62, 4.43], [0.01, -6.03, 2.73], [0.89, -4.60, 2.22], [-0.88, -4.60, 2.22], [-0.05, -2.93, 6.46], [-0.04, -0.50, 6.71], [0.05, -2.55, 2.18], [0.14, 4.17, 2.97], [0.11, 5.75, 1.09], [0.10, 4.95, -1.24], [0.18, 2.52, -1.72], [8.92, -0.79, 0.15], [7.64, -1.59, 0.41], [7.61, -1.98, 1.90], [7.69, -2.85, -0.46], [6.37, -0.82, 0.08], [6.41, 0.51, -0.36], [5.27, 1.23, -0.68], [4.06, 0.58, -0.55], [2.80, 1.03, -0.75], [1.96, -0.01, -0.40], [2.70, -1.12, -0.02], [4.00, -0.76, -0.11], [5.14, -1.46, 0.21], [9.78, -1.42, 0.35], [8.98, 0.08, 0.81], [8.97, -0.46, -0.88], [8.50, -2.54, 2.14], [6.74, -2.59, 2.14], [7.58, -1.09, 2.52], [8.63, -3.38, -0.30], [7.63, -2.58, -1.51], [6.88, -3.54, -0.24], [7.36, 1.01, -0.44], [5.32, 2.26, -1.00], [5.07, -2.48, 0.56], [-1.83, -0.77, -0.45], [-2.93, -0.38, -0.41], [-4.15, 0.01, -0.34], [-4.71, 0.55, 0.90], [-6.05, -0.14, 1.16], [-6.91, 0.00, 0.06], [-6.37, -0.58, -1.10], [-5.04, 0.07, -1.48], [-4.88, 1.62, 0.77], [-4.02, 0.37, 1.73], [-6.56, 0.32, 2.01], [-5.89, -1.21, 1.38], [-7.11, -0.43, -1.89], [-6.22, -1.66, -0.94], [-5.22, 1.13, -1.73], [-4.59, -0.44, -2.33]]
}